No. 1
Molecular formula: C5H10N3S
Method: DFT, ωB97M-V/def2-TZVPD

XYZ file:
```
19
Properties=species:S:1:pos:R:3:forces:R:3:nbo_charge:R:1
C -0.2239 -0.1762 0.2052 -0.7 -2.1 2.3 0.47
C -2.9272 0.4673 -0.2873 0.5 -1.6 0.2 0.18
C 1.2611 -0.5036 0.6041 -2.0 1.7 -1.2 -0.67
C 0.0928 2.3629 -0.1239 1.1 -0.9 0.3 -0.42
C -1.1994 -2.4890 0.3447 -0.1 0.2 -1.2 -0.43
N -2.0021 1.3229 -0.1141 -1.5 3.4 -0.6 -0.40
N -0.6866 1.1585 0.1720 2.2 -0.9 -0.1 -0.23
N -1.1633 -1.0663 0.1891 0.2 3.5 0.0 -0.44
S -4.2840 -0.1829 -0.5466 -0.2 0.1 0.0 0.40
H 1.3770 -1.5008 0.8883 -0.3 -1.7 0.1 0.24
H 1.6624 0.0482 1.4235 -0.1 0.9 0.5 0.25
H 1.8214 -0.3186 -0.2766 1.0 0.1 -0.7 0.24
H 1.0030 2.1897 -0.6913 0.1 -0.6 0.1 0.24
H -0.4707 2.9615 -0.7649 -1.0 1.2 -1.0 0.21
H 0.3618 2.9275 0.7472 0.0 0.1 0.6 0.23
H -1.5834 -2.7502 -0.6644 0.0 -0.9 0.9 0.23
H -1.8488 -2.8289 1.1778 0.2 0.5 -0.7 0.24
H -0.2201 -2.9246 0.4676 0.4 -0.2 0.1 0.21
H -2.2530 2.3811 -0.2514 0.4 -2.7 0.4 0.47
```
Positions in Å, forces in eV/Å.

calculated total energy: -20642.8268 eV
net charge: +1
energy relative to the best compared isomer or geometry (same formula, charge and spin): 293.21 kJ/mol
lowest unoccupied orbital energy: -4.819 eV


No. 2
Molecular formula: C36H29N5PTl
Method: DFT, ωB97M-V/def2-TZVPD

XYZ file:
```
72
Properties=species:S:1:pos:R:3:forces:R:3:mulliken_charge:R:1
Tl -1.5637 0.0904 0.6059 -0.2 0.3 0.4 1.61
C 4.7685 0.0937 -1.4356 0.0 0.0 0.0 -0.62
C 4.0643 1.0755 -0.7470 0.0 0.0 0.0 -0.87
C 2.8299 0.7825 -0.1963 0.0 0.0 0.1 -0.35
C 2.3026 -0.5035 -0.3257 0.0 0.0 0.0 0.82
C 3.0060 -1.4873 -1.0166 0.0 0.0 0.0 -0.47
C 4.2409 -1.1811 -1.5715 0.0 0.0 0.0 -0.81
P 0.7470 -0.9129 0.4685 0.1 -0.4 -0.1 0.94
C 0.2229 -2.5684 -0.0496 0.1 0.0 0.1 0.18
C 0.2436 -3.6425 0.8359 0.0 0.0 0.0 -0.72
C -0.2008 -4.8885 0.4140 0.0 0.0 0.0 -0.75
C -0.6563 -5.0631 -0.8850 0.0 0.0 0.0 -0.63
C -0.6747 -3.9915 -1.7715 0.0 0.0 0.0 -0.71
C -0.2430 -2.7437 -1.3541 0.0 0.0 0.0 0.02
C 0.9600 -0.9542 2.2580 -0.1 0.2 0.0 0.36
C 2.2199 -1.1219 2.7754 0.0 -0.1 0.0 -0.31
C 2.4115 -1.2592 4.1639 0.1 0.0 0.0 -1.04
C 1.3366 -1.2508 5.0022 0.0 0.0 0.0 -0.73
C 0.0203 -1.0634 4.5100 -0.1 0.0 0.0 0.43
C -1.0990 -1.0922 5.3784 0.0 0.0 0.0 -0.84
C -2.3644 -0.9256 4.8965 0.1 0.0 0.1 -1.00
C -2.5657 -0.6616 3.5269 -0.2 0.1 -0.2 -0.52
C -1.5138 -0.6239 2.6521 0.2 0.0 0.2 0.08
C -0.1894 -0.8651 3.1242 0.2 -0.1 -0.3 0.14
H 5.7354 0.3240 -1.8630 0.0 0.0 0.0 0.44
H 4.4815 2.0672 -0.6330 0.0 0.0 0.0 0.49
H 2.3022 1.5475 0.3628 0.0 0.0 0.0 0.57
H 2.6016 -2.4851 -1.1217 0.0 0.0 0.0 0.45
H 4.7910 -1.9443 -2.1045 0.0 0.0 0.0 0.46
H 0.6058 -3.5115 1.8476 0.0 0.0 0.0 0.47
H -0.1808 -5.7244 1.1000 0.0 0.0 0.0 0.46
H -0.9905 -6.0383 -1.2129 0.0 0.0 0.0 0.44
H -1.0142 -4.1318 -2.7890 0.0 0.0 0.0 0.48
H -0.2402 -1.9146 -2.0553 0.0 0.0 0.0 0.31
H 3.0782 -1.1769 2.1170 0.0 0.0 0.0 0.52
H 3.4113 -1.3992 4.5504 0.0 0.0 0.0 0.45
H 1.4760 -1.3944 6.0664 0.0 0.0 0.0 0.44
H -0.9314 -1.2569 6.4352 0.0 0.0 0.0 0.43
H -3.2115 -0.9642 5.5674 0.0 0.0 0.0 0.41
H -3.5754 -0.4658 3.1848 0.0 0.0 0.0 0.49
N -5.0947 -1.7010 -1.0540 0.0 0.0 0.0 -0.03
C -5.3591 -0.4620 -1.5832 0.0 0.0 0.0 -0.66
C -4.2820 0.3078 -1.2857 0.0 0.0 -0.2 -0.37
N -3.3730 -0.4598 -0.5882 0.1 -0.2 0.0 0.03
C -3.8974 -1.6698 -0.4619 0.0 0.0 0.0 -0.42
H -5.6943 -2.5100 -1.1119 0.0 0.0 0.0 0.24
H -6.2688 -0.2464 -2.1141 0.0 0.0 0.0 0.41
H -4.0841 1.3306 -1.5528 0.0 0.0 0.0 0.57
H -3.4388 -2.5085 0.0366 0.0 0.0 0.0 0.56
C -2.6827 4.4426 0.0194 0.0 0.0 0.0 -0.96
C -2.7044 3.1068 0.3519 0.0 0.1 0.1 -0.20
N -1.6157 2.3330 0.2025 0.0 -0.1 -0.1 -0.23
C -0.4977 2.8595 -0.2955 0.0 0.0 -0.1 0.77
C -0.4045 4.1787 -0.7154 -0.1 0.0 0.0 0.21
C -1.5210 4.9840 -0.5176 0.0 0.0 0.0 -0.41
C 0.8266 4.7162 -1.3154 0.0 0.1 0.0 -0.90
C 1.6715 4.1457 -2.1793 0.0 0.1 0.0 -0.79
C 1.6258 2.8401 -2.8584 0.0 -0.1 -0.1 1.13
C 2.7086 2.4478 -3.6377 -0.1 0.0 0.0 -0.64
C 2.6528 1.1937 -4.2246 0.0 0.0 0.0 -0.28
N 1.5988 0.3942 -4.0894 0.0 -0.1 0.0 -0.49
C 0.5964 0.8834 -3.3731 0.0 0.0 0.0 -0.47
N 0.5520 2.0464 -2.7427 0.0 0.0 0.0 -0.31
H -3.5633 5.0488 0.1740 0.0 0.0 0.0 0.43
H -3.5871 2.6389 0.7685 0.0 0.0 0.0 0.58
H 0.3511 2.2001 -0.3855 0.0 0.0 0.0 -0.17
H -1.4888 6.0298 -0.7963 0.0 0.0 0.0 0.54
H 1.0526 5.7371 -1.0256 0.0 0.0 0.0 0.47
H 2.5234 4.7507 -2.4690 0.0 0.0 0.0 0.37
H 3.5690 3.0890 -3.7688 0.0 0.0 0.0 0.43
H 3.4769 0.8199 -4.8211 0.0 0.0 0.0 0.46
H -0.2905 0.2595 -3.2973 0.0 0.0 0.0 0.64
```
Positions in Å, forces in eV/Å.

calculated total energy: -59221.6487 eV
net charge: +2
energy relative to the best compared isomer or geometry (same formula, charge and spin): 0.00 kJ/mol
lowest unoccupied orbital energy: -5.552 eV


No. 3
Molecular formula: C24H44ClN8
Method: DFT, ωB97M-V/def2-TZVPD

XYZ file:
```
77
Properties=species:S:1:pos:R:3:forces:R:3:mulliken_charge:R:1
C -0.7721 2.0845 -2.0876 0.0 0.4 0.2 -0.98
C 0.1604 1.8589 -3.2403 0.8 -1.0 0.8 -0.20
N 0.4018 3.0222 -4.0661 0.2 1.7 -3.0 0.29
C 0.7589 4.3628 -3.6488 -0.3 -1.8 -4.2 -0.26
C 0.8988 5.0577 -4.8989 0.7 -0.9 2.6 -0.40
N 0.8262 4.1807 -5.9498 -1.3 -2.7 0.0 0.09
C 0.3538 2.9647 -5.4539 1.7 2.4 2.2 -0.23
C 1.0609 4.4175 -7.4540 -1.1 1.5 0.9 -0.79
H -0.9507 1.1281 -1.5960 -0.2 0.2 0.3 0.12
H -1.7068 2.5740 -2.3610 -0.1 -0.4 -0.2 0.35
H -0.3030 2.7743 -1.3861 0.0 -0.2 0.3 0.38
H -0.0333 0.9333 -3.7824 -0.9 0.6 -1.0 0.15
H 1.1201 1.5007 -2.8675 0.5 0.6 0.5 0.15
H 1.0780 4.5261 -2.6300 -0.5 0.5 -0.2 0.40
H 1.0577 6.1180 -5.0289 0.4 -0.2 -0.1 0.44
H -0.0135 2.1180 -6.0148 0.3 0.1 -0.1 0.38
H 0.3014 5.1714 -7.6613 -0.3 -0.4 -0.7 0.38
H 0.9950 3.5266 -8.0785 -0.4 -0.1 0.6 0.29
H 1.9766 4.9320 -7.7452 0.4 -0.3 1.0 0.34
C -4.2343 1.6734 7.8982 -0.1 -0.1 -1.9 -1.12
C -2.8985 0.9575 7.6234 -1.1 0.0 1.4 -0.51
N -2.8862 0.2100 6.3225 -0.3 -2.9 2.3 0.26
C -2.2546 0.4947 5.1937 0.6 0.4 -2.2 -0.71
C -2.2946 -0.6197 4.3837 0.9 0.4 -0.5 -0.38
N -2.8995 -1.6384 5.0496 -0.1 2.1 2.6 0.21
C -3.2209 -1.1340 6.2769 0.0 1.2 -0.5 -0.17
C -3.0070 -3.0127 4.5754 -0.2 0.2 1.0 -0.86
H -4.3704 2.3326 7.0409 0.0 0.7 0.2 0.34
H -4.2833 2.2463 8.8242 0.2 -0.3 -0.1 0.37
H -5.0995 1.0287 7.7434 0.1 -0.4 0.7 0.35
H -2.7416 0.2370 8.4261 0.1 -0.3 -0.3 0.29
H -2.1037 1.6841 7.7921 0.3 -0.2 -1.0 0.38
H -1.8254 1.4740 5.0417 -0.1 -0.2 -0.3 0.48
H -1.8618 -0.8382 3.4187 -0.3 0.6 -0.3 0.59
H -3.6185 -1.6321 7.1488 -0.2 -0.2 -0.3 0.39
H -2.0224 -3.4664 4.6880 -0.1 -0.1 -0.6 0.33
H -3.4218 -2.9688 3.5683 0.1 -0.4 0.2 0.35
H -3.6441 -3.5062 5.3093 -0.3 -0.2 -0.5 0.33
C 3.9507 -0.3186 -1.8238 1.0 -0.5 1.3 -0.45
C 4.4486 0.0025 -0.4005 -1.4 0.7 0.8 -0.66
N 3.3366 -0.1481 0.6327 1.1 -1.0 1.6 0.32
C 2.2543 0.6652 0.7190 -1.3 -0.5 0.2 -0.76
C 1.4680 0.2114 1.7653 0.2 0.9 0.0 -0.55
N 2.1336 -0.8012 2.3967 3.0 0.9 -1.9 0.33
C 3.3211 -0.9778 1.7195 -1.1 0.8 -0.6 -0.18
C 1.8410 -1.4294 3.6593 -0.8 -1.3 0.1 -0.87
H 4.7593 0.0502 -2.4549 -0.3 -0.2 -0.4 0.45
H 2.9944 0.1221 -2.1057 0.1 0.1 0.2 -0.10
H 3.9177 -1.4081 -1.8278 -0.2 0.0 -0.7 0.22
H 4.7440 1.0483 -0.3154 0.2 -0.1 0.0 0.35
H 5.2670 -0.6335 -0.0631 -0.1 0.0 -0.3 0.36
H 2.1403 1.4622 -0.0010 -0.4 -0.1 0.2 0.56
H 0.5527 0.5812 2.2032 -0.2 0.1 -0.5 0.52
H 4.1759 -1.5351 2.0733 -0.2 -0.3 -0.2 0.42
H 2.7298 -1.9452 4.0226 0.0 0.4 0.2 0.31
H 1.1152 -2.2147 3.4478 -0.1 -0.1 0.2 0.37
H 1.3835 -0.7709 4.3976 0.4 0.2 -0.2 0.35
C 1.1939 -3.5278 -0.3148 0.3 -0.3 -1.4 -1.28
C 0.3190 -2.2942 -0.6683 1.7 0.9 2.3 -0.03
N -0.3208 -2.1874 -1.9796 1.3 -1.8 -1.0 0.40
C -1.5796 -1.7248 -2.2376 0.6 -0.1 1.2 -0.43
C -1.7166 -1.8055 -3.5617 -2.1 0.0 -2.3 -0.46
N -0.6507 -2.3690 -4.1782 2.6 -0.4 3.6 0.19
C 0.2875 -2.5883 -3.1397 -2.5 1.1 -0.6 -0.29
C -0.5611 -2.8265 -5.5542 0.5 0.6 -0.6 -0.84
H 1.9540 -3.6530 -1.0859 -0.3 -0.6 -0.5 0.32
H 0.6306 -4.4450 -0.1427 -0.2 0.0 -0.6 0.39
H 1.8939 -3.5448 0.5206 -0.6 1.2 0.7 0.32
H 0.9044 -1.3787 -0.5832 0.6 0.0 -0.3 -0.02
H -0.2880 -2.0713 0.2092 -1.4 -0.3 -0.8 0.24
H -2.2218 -1.4379 -1.4181 -0.1 0.3 -0.1 0.49
H -2.5616 -1.5697 -4.1917 -0.2 0.0 0.3 0.49
H 1.3386 -2.8217 -3.2241 -0.3 -0.4 -0.2 0.36
H 0.3621 -2.4214 -5.9684 0.1 -0.4 -0.1 0.36
H -1.3469 -2.3743 -6.1593 -0.2 -0.2 0.3 0.32
H -0.5946 -3.9136 -5.6265 0.0 0.2 0.1 0.34
Cl -2.0983 0.2207 0.8856 0.6 -0.4 0.0 -0.70
```
Positions in Å, forces in eV/Å.

calculated total energy: -50019.6512 eV
net charge: +3
energy relative to the best compared isomer or geometry (same formula, charge and spin): 364.73 kJ/mol
lowest unoccupied orbital energy: -6.716 eV


> Number 1 is which compound?

C5H10N3S


> Which of these has the lowest net charge?

C5H10N3S


> Look up the net charge of the third one.

+3


> Which of these has the lowest energy relative to the best compared isomer or geometry (same formula, charge and spin)?

C36H29N5PTl